17
Properties=species:S:1:pos:R:3:forces:R:3 method="wB97M-V/def2-TZVPD" e_tot_ev=-78381.758 homo_lumo_gap_ev="6.55 / 6.29" de_lowest_kcal_mol=15.6 spin_multiplicity=4 total_charge=0 homo_ha="-0.273 / -0.301" e_lumo_ev="-0.871 / -1.892"
Er 1.131 -2.282 2.400 -0.773 -0.257 -1.169
O -2.148 -4.088 -0.617 1.000 2.644 -0.305
C -1.701 -3.341 0.191 -1.103 -4.391 1.199
O -1.613 -3.194 1.381 1.097 1.980 -0.736
N 1.305 -3.537 -2.646 -0.155 0.692 0.593
S 0.268 -2.470 -2.075 -0.111 -0.871 1.001
O 0.108 -2.491 -0.485 0.266 0.300 -0.800
C 1.043 -0.769 -2.282 -0.032 -0.840 -0.327
F 1.233 -0.563 -3.577 -0.040 0.045 -0.190
F 2.211 -0.664 -1.668 0.389 0.227 0.459
F 0.208 0.148 -1.821 -0.218 0.363 0.308
S 2.881 -3.523 -2.085 0.973 0.244 -1.529
O 3.810 -3.190 -3.220 -1.145 -0.325 1.527
C 3.005 -5.390 -1.990 -0.062 0.669 -0.626
F 2.199 -5.853 -1.045 -0.323 -0.248 0.473
F 2.708 -5.967 -3.142 -0.052 -0.109 -0.060
F 4.260 -5.695 -1.673 0.288 -0.123 0.180